Computed, not measured: a cluster of 2 separate species, C11H18 in total in a non-equilibrium geometry, with wB97M-V/def2-TZVPD.

Geometry as ORCA input:
```
! wB97M-V def2-TZVPD RIJCOSX def2/J DEFGRID3
* xyz 0 1
C 3.743 0.936 -1.200
C 2.620 0.752 -2.221
C 1.921 -0.727 -2.222
C 3.237 1.307 -3.489
C 1.580 1.695 -1.851
H 3.403 0.793 -0.129
H 4.485 0.292 -1.608
H 4.115 1.975 -1.146
H 0.808 -0.697 -2.515
H 2.644 -1.511 -2.356
H 1.679 -0.666 -1.173
H 2.449 1.679 -4.171
H 3.979 0.490 -4.051
H 3.840 2.187 -3.331
H 1.935 2.659 -2.292
H 0.587 1.226 -2.365
H 1.387 1.726 -0.703
C -4.912 -0.821 3.776
C -4.486 -2.256 3.637
C -3.328 -2.463 2.891
C -2.385 -1.458 2.555
C -2.757 -0.194 2.792
C -4.020 0.174 3.317
H -5.923 -0.611 3.944
H -5.265 -3.019 3.829
H -3.132 -3.446 2.676
H -1.517 -1.759 1.998
H -2.220 0.598 2.061
H -4.467 1.141 3.348
*
```

Properties
E (Ha): -429.80610
HOMO (eV): -9.30
ΔE to the lowest compared entry with this formula, charge and spin (kcal per mole): 84.41
E_LUMO (Eh): 0.024
SMILES: CC(C)(C)C.c1ccccc1
Frontier orbital gap (eV): 9.97
Molecular weight (g mol⁻¹): 150.27


Computed, not measured: a structure of composition C11H18B2BrF4N5O6Ti, with wB97M-V/def2-TZVPD.

Geometry as ORCA input:
```
! wB97M-V def2-TZVPD RIJCOSX def2/J DEFGRID3
* xyz 0 1
Ti -0.416 -0.801 -0.528
C 0.897 -3.601 2.735
C 0.738 -2.538 1.708
N -0.358 -2.242 1.126
O -1.477 -2.915 1.465
B -2.619 -2.320 0.738
F -2.119 -2.069 -0.623
F -3.695 -3.122 0.785
O -2.943 -0.964 1.237
N -1.970 -0.122 0.833
C -2.094 1.120 1.098
C -3.257 1.726 1.791
C -0.929 1.917 0.641
N -0.016 1.217 0.085
O 1.038 1.898 -0.408
B 2.345 1.405 0.144
F 2.332 1.589 1.526
F 3.331 2.078 -0.518
O 2.540 -0.054 -0.136
N 1.555 -0.821 0.374
C 1.875 -1.700 1.246
C 3.254 -1.904 1.759
C -0.831 3.386 0.806
H -0.064 -4.047 2.969
H 1.342 -3.192 3.643
H 1.569 -4.374 2.357
H -4.036 0.985 1.941
H -3.642 2.550 1.189
H -2.953 2.130 2.758
H 3.890 -1.077 1.461
H 3.657 -2.831 1.344
H 3.248 -1.998 2.845
H -1.566 3.758 1.515
H 0.175 3.649 1.128
H -1.003 3.853 -0.166
N 1.537 0.604 -2.714
C 0.675 0.584 -3.885
C -0.474 1.564 -3.687
C -1.325 1.252 -2.487
O -2.120 2.016 -1.995
O -1.119 0.030 -1.980
H 1.956 1.514 -2.559
H 2.274 -0.085 -2.771
H 0.277 -0.427 -3.987
H 1.180 0.831 -4.827
H -1.132 1.591 -4.559
H -0.102 2.581 -3.545
Br 0.578 -2.624 -1.875
*
```

Properties
E (Ha): -5028.23271
HOMO (eV): -9.12
ΔE to the lowest compared entry with this formula, charge and spin (kcal per mole): 2.88
E_LUMO (Eh): -0.071
Frontier orbital gap (eV): 7.19
Molecular weight (g mol⁻¹): 541.68


Computed, not measured: a structure of composition C11H18B2BrF4N5O6Ti, with wB97M-V/def2-TZVPD.

Geometry as ORCA input:
```
! wB97M-V def2-TZVPD RIJCOSX def2/J DEFGRID3
* xyz 0 3
Ti 0.030 0.154 -0.429
C 4.062 0.707 -1.821
C 2.785 0.607 -1.067
N 1.897 -0.294 -1.273
O 2.110 -1.248 -2.204
B 1.816 -2.632 -1.644
F 2.568 -2.793 -0.485
F 2.094 -3.517 -2.640
O 0.359 -2.829 -1.283
N -0.046 -2.019 -0.282
C -0.538 -2.551 0.774
C -0.635 -4.019 0.996
C -0.928 -1.564 1.823
N -0.779 -0.345 1.465
O -0.997 0.650 2.362
B 0.315 1.218 2.863
F 1.108 0.159 3.289
F 0.011 2.133 3.823
O 1.062 1.977 1.773
N 1.451 1.193 0.759
C 2.457 1.553 0.048
C 3.243 2.790 0.298
C -1.343 -1.983 3.187
H 4.182 -0.169 -2.451
H 4.906 0.789 -1.137
H 4.049 1.602 -2.446
H 0.033 -4.532 0.310
H -1.654 -4.367 0.809
H -0.379 -4.266 2.025
H 3.117 3.101 1.331
H 2.861 3.589 -0.343
H 4.297 2.647 0.072
H -2.031 -2.826 3.144
H -1.794 -1.145 3.710
H -0.456 -2.290 3.748
N -3.487 0.304 -2.090
C -3.908 1.686 -1.846
C -3.257 2.288 -0.602
C -1.821 2.694 -0.873
O -1.513 3.814 -1.181
O -0.949 1.705 -0.776
H -3.974 -0.128 -2.864
H -3.562 -0.284 -1.268
H -4.996 1.724 -1.729
H -3.652 2.279 -2.725
H -3.299 1.582 0.231
H -3.803 3.188 -0.328
Br -1.016 -0.334 -3.055
*
```

Properties
E (Ha): -5028.15050
HOMO (spin up / spin down) (eV): -8.90 / -9.79
ΔE to the lowest compared entry with this formula, charge and spin (kcal per mole): 1.50
E_LUMO (spin up / spin down) (Eh): -0.050 / -0.110
Frontier orbital gap (spin up / spin down) (eV): 7.55 / 6.79
Molecular weight (g mol⁻¹): 541.68


Computed, not measured: a structure of composition C11H18BF2NO8S2Ta, with wB97M-V/def2-TZVPD.

Geometry as ORCA input:
```
! wB97M-V def2-TZVPD RIJCOSX def2/J DEFGRID3
* xyz 0 2
Ta 0.522 -0.118 0.184
C -3.565 1.824 -0.124
O -2.580 0.970 -0.667
C -2.811 0.628 -2.008
C -1.549 -0.029 -2.538
O -0.939 -0.915 -1.598
C -1.707 -2.059 -1.217
C -1.035 -2.638 0.004
O -0.916 -1.591 0.993
C -2.084 -1.439 1.810
H -3.599 2.775 -0.666
H -4.558 1.360 -0.162
H -3.288 2.017 0.910
H -3.695 -0.017 -2.098
H -3.000 1.519 -2.620
H -1.761 -0.574 -3.463
H -0.790 0.722 -2.742
H -2.734 -1.753 -1.007
H -1.717 -2.799 -2.022
H -1.575 -3.493 0.412
H -0.013 -2.943 -0.214
H -2.286 -2.390 2.302
H -1.860 -0.683 2.556
H -2.933 -1.123 1.207
O 0.219 1.684 -0.761
N 0.622 2.770 -0.101
C 1.156 3.777 -0.815
C 1.567 4.922 -0.187
C 1.436 5.015 1.198
C 0.895 3.967 1.907
C 0.472 2.810 1.251
S -0.207 1.403 1.994
H 1.233 3.579 -1.872
H 2.003 5.717 -0.773
H 1.773 5.902 1.717
H 0.801 3.993 2.983
O 1.711 -1.541 -0.989
S 3.005 -0.794 -0.718
O 4.045 -1.006 -1.657
O 2.441 0.597 -0.592
O 3.437 -1.186 0.682
F 1.732 -2.442 1.787
B 2.162 -1.119 1.579
F 2.529 -0.519 2.769
*
```

Properties
E (Ha): -2164.70339
HOMO (spin up / spin down) (eV): -6.38 / -6.96
ΔE to the lowest compared entry with this formula, charge and spin (kcal per mole): 58.51
E_LUMO (spin up / spin down) (Eh): -0.002 / -0.002
Frontier orbital gap (spin up / spin down) (eV): 6.33 / 6.91
Molecular weight (g mol⁻¹): 586.15


Question: The lowest molecular weight belongs to which entry?
Answer: C11H18


Question: Number 1 is which compound?
Answer: C11H18


Question: The lowest ΔE to the lowest compared entry with this formula, charge and spin belongs to which entry?
Answer: number 3